Below is the molecule C3H5N3S in a non-equilibrium geometry, with properties calculated with ωB97M-V/def2-TZVPD.

## Properties
gap between HOMO and LUMO = 9.12 eV
HOMO = -8.5 eV
LUMO = 0.0238 hartree
net charge = 0
total energy = -679.75068 a.u.

The geometry in XYZ format:
```
12
Properties=species:S:1:pos:R:3:forces:R:3
S -2.27489 0.02279 -0.03340 0.08 0.02 -0.02
C -0.61938 0.02598 0.02248 0.23 -0.03 0.04
N 0.14856 1.12448 -0.13553 0.03 -0.02 0.07
C 1.56604 1.13401 0.19336 -0.10 -0.37 0.03
C 2.12737 -0.21961 -0.14737 -0.15 0.33 0.06
N 1.42931 -1.27310 -0.11726 -0.17 -0.29 -0.04
N 0.09902 -1.13193 0.22372 0.51 1.15 0.00
H -0.34591 1.99352 -0.26317 0.01 -0.11 0.03
H 2.07061 1.89662 -0.38320 0.07 0.23 -0.16
H 1.75083 1.34807 1.25366 -0.10 0.00 0.03
H 3.16822 -0.31919 -0.42302 0.04 -0.06 0.01
H -0.42802 -1.96203 0.14283 -0.45 -0.85 -0.04
```
Forces are in eV/Å.